1.
This record from the Open Molecules 2025 dataset describes the molecule C5H11N3 at a distorted geometry. The level of theory is the ωB97M-V functional and the def2-TZVPD basis.

Positions of all 19 atoms, in Å:
C1 0.01 2.15 -0.07
C2 0.53 0.80 0.50
N1 1.98 0.72 0.31
N2 2.37 -0.38 -0.10
N3 1.40 -1.22 -0.49
C3 -0.06 -0.44 0.00
C4 -0.98 -0.33 -1.23
C5 -0.74 -1.34 1.03
H1 0.34 2.96 0.56
H2 -1.08 2.25 -0.04
H3 0.30 2.19 -1.17
H4 0.34 0.86 1.52
H5 1.62 -2.23 -0.25
H6 -1.78 -1.21 -1.15
H7 -0.40 -0.61 -2.17
H8 -1.25 0.69 -1.19
H9 -0.94 -2.29 0.50
H10 -1.63 -1.01 1.57
H11 -0.04 -1.58 1.89

## Properties
orbital gap: 0.3669 Ha
SMILES string: C[C@@H]1N=NNC1(C)C



2.
This record from the Open Molecules 2025 dataset describes a structure of composition C46H30F8IN2O4PS5W. The level of theory is the ωB97M-V functional and the def2-TZVPD basis.

Positions of all 98 atoms, in Å:
W1 -0.53 -0.42 0.15
C1 2.36 0.36 6.94
C2 2.67 0.76 5.52
O1 1.80 0.03 4.64
P1 1.10 0.81 3.41
S1 -0.01 -0.68 2.62
S2 2.32 1.89 2.36
O2 0.11 1.85 4.17
C3 -0.93 1.36 5.05
C4 -2.26 1.92 4.60
H1 3.04 0.87 7.63
H2 2.48 -0.71 7.08
H3 1.34 0.63 7.20
H4 3.70 0.50 5.25
H5 2.55 1.83 5.36
H6 -0.68 1.70 6.06
H7 -0.95 0.27 5.05
H8 -2.23 3.01 4.57
H9 -3.05 1.62 5.30
H10 -2.53 1.54 3.62
S3 -0.64 6.66 1.06
C5 -0.41 7.11 2.70
C6 -0.07 6.04 3.46
C7 0.02 4.83 2.72
C8 -0.26 5.01 1.39
C9 -0.27 4.01 0.33
C10 -0.50 2.66 0.67
N1 -0.51 1.69 -0.23
C11 -0.35 2.01 -1.54
C12 -0.10 3.32 -1.97
C13 0.06 3.56 -3.37
C14 -0.04 2.55 -4.27
C15 -0.32 1.21 -3.85
C16 -0.46 0.13 -4.73
C17 -0.74 -1.13 -4.23
C18 -0.86 -1.28 -2.84
N2 -0.71 -0.28 -2.00
C19 -0.46 0.96 -2.49
C20 -0.90 -2.31 -5.10
C21 -0.96 -3.62 -4.73
C22 -1.12 -4.50 -5.84
C23 -1.18 -3.84 -7.02
S4 -1.05 -2.15 -6.81
C24 -0.05 4.32 -0.99
H11 -0.54 8.13 3.01
H12 0.13 6.10 4.52
H13 0.31 3.88 3.14
H14 -0.69 2.37 1.69
H15 0.26 4.57 -3.70
H16 0.08 2.74 -5.33
H17 -0.34 0.29 -5.79
H18 -1.07 -2.24 -2.39
H19 -0.88 -3.97 -3.71
H20 -1.19 -5.57 -5.75
H21 -1.30 -4.25 -8.01
H22 0.16 5.34 -1.29
F1 8.67 1.95 -0.71
C25 7.99 1.61 -1.83
F2 8.69 0.60 -2.39
F3 8.07 2.65 -2.67
C26 6.58 1.21 -1.53
C27 5.50 1.87 -2.10
C28 4.21 1.47 -1.81
C29 3.97 0.40 -0.94
C30 5.07 -0.26 -0.37
C31 6.36 0.14 -0.66
C32 2.64 0.00 -0.64
C33 1.50 -0.27 -0.30
H23 5.68 2.70 -2.77
H24 3.37 1.99 -2.25
H25 4.89 -1.08 0.31
H26 7.20 -0.37 -0.21
F4 -7.70 -1.89 -1.55
C34 -6.61 -1.39 -0.94
C35 -5.52 -0.97 -1.67
F5 -5.54 -1.04 -3.01
C36 -4.41 -0.45 -1.03
F6 -3.39 -0.03 -1.81
C37 -4.31 -0.34 0.36
S5 -2.92 0.26 1.22
C38 -5.44 -0.77 1.06
F7 -5.46 -0.71 2.40
C39 -6.56 -1.28 0.44
F8 -7.62 -1.69 1.16
I1 -1.61 -9.47 -0.02
C40 -1.45 -7.39 0.04
C41 -0.19 -6.80 0.05
C42 -0.09 -5.42 0.08
C43 -1.23 -4.63 0.09
C44 -2.49 -5.23 0.09
C45 -2.60 -6.61 0.06
C46 -1.12 -3.14 0.10
O3 -2.14 -2.42 0.15
O4 0.04 -2.62 0.01
H27 0.70 -7.42 0.04
H28 0.88 -4.93 0.09
H29 -3.37 -4.60 0.11
H30 -3.57 -7.08 0.05

## Properties
orbital gap (alpha / beta): 0.1864 / 0.2157 Ha
multiplicity: 4
charge: -1



3.
This record from the Open Molecules 2025 dataset describes the molecule C6H16N2 at a distorted geometry. The level of theory is the ωB97M-V functional and the def2-TZVPD basis.

Positions of all 24 atoms, in Å:
C1 -1.09 -2.48 1.44
C2 -1.06 -1.38 2.51
C3 0.14 -0.46 2.20
N1 -0.05 0.43 1.02
C4 0.77 0.06 -0.18
C5 0.88 1.34 -1.03
C6 0.92 1.19 -2.52
N2 -0.27 1.55 -3.32
H1 -2.05 -2.54 0.88
H2 -0.65 -3.46 1.64
H3 -0.50 -2.20 0.57
H4 -0.92 -1.86 3.49
H5 -2.02 -0.86 2.59
H6 1.09 -1.01 2.22
H7 0.28 0.29 2.99
H8 -1.04 0.40 0.83
H9 0.33 -0.80 -0.72
H10 1.73 -0.27 0.20
H11 0.11 2.04 -0.75
H12 1.82 1.82 -0.68
H13 1.68 1.90 -2.94
H14 1.37 0.26 -2.88
H15 -0.77 2.38 -3.01
H16 -0.94 0.79 -3.18

## Properties
orbital gap: 0.3570 Ha
SMILES string: CCCNCCCN



4.
This record from the Open Molecules 2025 dataset describes the molecule C9H8BrN at a distorted geometry. The level of theory is the ωB97M-V functional and the def2-TZVPD basis.

Positions of all 19 atoms, in Å:
C1 2.04 0.67 -1.23
C2 2.40 -0.38 -0.38
C3 0.67 1.02 -1.40
C4 1.48 -1.31 0.07
C5 -0.12 -0.05 -1.11
C6 0.14 -1.25 -0.38
C7 -2.01 -1.83 -0.05
C8 -2.55 -0.52 0.11
C9 -1.93 0.43 1.07
N1 -0.72 -2.16 -0.06
Br1 -4.36 -0.36 -0.27
H1 2.94 1.14 -1.52
H2 3.49 -0.48 -0.08
H3 0.22 1.85 -1.85
H4 1.56 -2.00 0.78
H5 -2.64 -2.58 -0.20
H6 -2.58 0.82 1.88
H7 -1.69 1.46 0.55
H8 -1.04 0.14 1.69

## Properties
orbital gap (alpha / beta): 0.2590 / 0.2740 Ha



Which E_tot belongs to each record? In order, -9830.8706; -154496.6707; -9460.4473; -80989.7356 eV.